# 1
56
Properties=species:S:1:pos:R:3:forces:R:3:nbo_charge:R:1 method="wB97M-V/def2-TZVPD" gap_ev=8.0945 e_lumo_ev=0.5 homo_energy_ev=-7.6
Br 1.133386 -1.252210 -4.969981 -0.1 0.1 0.0 -0.010
Br 0.927308 2.415006 -4.603822 0.1 -0.1 -0.1 -0.009
S -3.150991 -0.784473 3.330649 1.5 3.2 1.4 1.670
P -4.341391 1.035079 1.480208 1.3 2.8 0.7 0.969
O 4.320815 1.381874 2.822462 -0.8 -1.3 -2.3 -0.558
O -2.304668 0.493443 3.588952 -2.6 -4.5 -1.5 -0.861
O -4.606341 -0.372004 2.471900 2.1 -0.4 -1.3 -0.922
O -2.332097 -1.832519 2.265694 0.0 1.2 0.6 -0.732
C -0.383452 -3.211511 0.386877 0.7 -0.5 -1.0 -0.425
C 2.174371 2.508796 1.864451 0.0 -1.1 0.9 -0.442
C -1.281442 -2.612929 2.936449 1.1 -1.7 0.7 -0.102
C -0.004041 -2.886806 1.947097 0.1 -0.1 -0.2 -0.431
C 0.749271 -2.546176 -0.643073 -1.6 1.3 0.0 -0.409
C 1.049452 1.328116 -6.218551 -0.1 0.2 -0.1 -0.450
C -3.214171 0.686440 -0.022272 -0.1 -0.9 -1.6 -0.978
C 3.772978 2.092607 1.647687 -1.0 1.2 -0.5 -0.080
C 1.247666 1.376764 1.121365 -0.1 -0.2 -0.3 -0.435
C 0.172545 -1.021200 -1.001450 0.8 0.4 0.8 -0.429
C -5.978443 1.890131 0.977167 -1.3 -0.3 -0.7 -0.953
C 4.194907 -0.075840 2.667853 0.3 -1.4 0.4 -0.280
C 1.173557 1.504774 -0.511732 -1.0 -0.6 -0.5 -0.424
C 1.410221 0.053455 -1.301223 -0.9 0.5 -0.4 -0.425
C 0.229981 0.064644 -6.090416 0.1 -0.3 -0.2 -0.449
H 0.117155 -0.421621 -7.064558 0.0 0.2 0.2 0.231
H 1.396434 0.327790 -2.458378 0.4 -0.8 2.5 0.228
H -0.334962 -0.630467 0.001550 0.8 -0.9 -2.2 0.200
H 1.854020 2.337780 -0.976426 -1.1 -1.6 1.1 0.214
H 4.395363 3.093863 1.500746 -1.1 -2.3 0.4 0.198
H -6.594025 1.317635 0.157668 0.8 1.1 1.7 0.220
H 2.111626 1.140492 -6.397929 -0.3 -0.1 0.1 0.235
H 1.779289 -2.382216 -0.112413 -1.9 -0.7 -1.1 0.203
H -5.715111 2.956185 0.510925 -0.2 -2.4 1.2 0.260
H -0.758746 0.229852 -5.655352 0.3 0.1 -0.1 0.234
H 0.800897 -3.136257 -1.652995 0.2 0.9 2.1 0.217
H -6.616714 2.065315 1.969986 1.4 -0.5 -2.3 0.259
H 1.940428 2.423962 3.031709 0.6 0.3 -2.5 0.227
H 5.011418 -0.619420 3.341854 -1.7 1.5 -1.3 0.200
H -1.416175 -2.798361 0.023827 1.9 -0.7 1.0 0.223
H 1.952476 3.615071 1.544241 0.4 -2.2 0.4 0.216
H 3.140809 -0.491556 3.037575 2.1 1.0 -0.9 0.177
H -2.601430 1.667189 -0.285580 -1.4 -2.0 0.9 0.257
H -1.746402 -3.679602 3.191174 0.9 2.3 -0.4 0.191
H 2.404190 -0.476503 -0.973690 -1.7 1.3 -0.7 0.196
H 0.538592 -3.862693 2.369145 -1.1 2.3 -0.7 0.225
H 0.135857 1.340652 1.516531 2.3 0.2 -0.5 0.231
H 3.795428 1.435671 0.653102 0.3 1.3 2.2 0.178
H -0.396747 -4.374992 0.187687 0.0 2.3 0.6 0.209
H -0.612803 -1.047911 -1.899504 1.7 0.1 2.1 0.220
H -3.775358 0.360859 -1.000597 1.1 0.5 1.7 0.220
H 4.401162 -0.459361 1.558822 -0.6 1.1 2.2 0.179
H 0.049556 1.808864 -0.774318 2.4 -0.5 0.4 0.203
H 0.656124 1.962006 -7.018821 0.0 -0.2 0.1 0.231
H -0.884803 -2.121708 3.945235 -1.0 -0.8 -2.2 0.212
H 1.718974 0.325693 1.363827 -0.9 2.0 -0.4 0.195
H 0.759071 -1.972949 1.962715 -1.7 -1.9 0.1 0.216
H -2.465018 -0.168725 0.255948 -1.4 1.7 -0.4 0.264

# 2
31
Properties=species:S:1:pos:R:3:forces:R:3:nbo_charge:R:1 method="wB97M-V/def2-TZVPD" gap_ev="8.3650 / 7.3141" e_lumo_ev="-0.7 / -0.4" e_above_lowest_kj_mol=588.5 homo_energy_ev="-9.1 / -7.7"
P 0.622295 -0.062182 -0.379852 1.0 -0.4 0.8 1.536
O 0.838797 -0.199573 -1.848555 -0.3 0.1 -0.3 -1.032
N -2.248082 0.688519 0.526344 0.8 -0.3 1.2 -0.485
C -3.295519 -0.762312 -1.310835 0.3 0.5 1.2 -0.641
C 1.180420 -1.555534 1.999578 3.9 0.2 -2.4 -0.604
C 2.350507 2.043553 -0.724930 0.7 1.5 2.2 -0.608
C 1.281583 1.626970 0.316145 1.2 -3.4 -1.1 -0.483
C 1.574512 -1.536975 0.460796 0.8 1.5 0.7 -0.508
C 0.123956 2.508308 0.566716 -1.6 0.5 -3.3 -0.673
C 1.195610 -2.810966 -0.160204 -0.4 -2.8 2.2 -0.631
C -3.023843 0.709425 -0.614321 -0.3 -2.7 -2.6 -0.286
H 2.704564 -1.367949 0.168927 -2.0 0.1 1.1 0.231
H 1.368460 -2.890132 -1.177898 1.0 -0.3 -1.9 0.230
H 2.854474 1.224578 -1.193720 0.6 -0.6 0.1 0.223
H -2.509001 1.264872 -1.420807 -0.6 0.4 0.5 0.194
H -2.386962 -1.392109 -1.186676 -0.4 0.5 0.0 0.211
H 0.186008 3.000791 1.473717 -0.2 1.0 1.9 0.215
H -4.009973 1.066613 -0.337863 -0.4 0.6 -0.2 0.220
H 1.617276 -2.316275 2.628501 0.7 -0.2 -0.1 0.213
H 1.867892 1.265388 1.178764 -0.6 0.4 0.1 0.217
H 0.164050 3.254143 -0.256185 0.0 0.1 0.6 0.203
H 3.072306 2.741566 -0.157023 -0.8 -1.1 -1.1 0.205
H -3.338352 -0.529361 -2.400949 -0.8 -0.7 0.8 0.223
H -4.145963 -1.369791 -0.791932 1.2 1.3 -1.4 0.208
H 0.198860 -1.724916 2.010418 -4.2 -0.4 0.2 0.199
H -2.513604 -0.128478 1.063173 0.0 -0.3 0.4 0.315
H 1.636499 -3.653828 0.488723 0.1 1.0 -1.4 0.207
H 1.937887 2.589976 -1.529548 -0.7 0.7 -0.8 0.215
H 0.166771 -3.126838 -0.070747 -0.9 0.7 0.2 0.205
H -0.897367 2.030812 0.363712 1.8 0.6 1.1 0.277
H 1.425954 -0.588292 2.316524 0.1 1.3 1.3 0.204